[1]
{"formula": "C3H9N", "method": "ωB97M-V/def2-TZVPD", "species": ["C", "H", "H", "H", "H", "C", "C", "N", "H", "H", "H", "H", "H"], "xyz": [[-2.434849, -1.087124, -0.288305], [-1.556234, -1.569869, -0.699400], [-3.207183, -1.106664, -1.058632], [-2.311552, -0.059359, 0.036136], [-2.839969, -1.560769, 0.609494], [2.165617, -0.012674, -0.631585], [1.211158, 0.367158, 0.234466], [1.234723, 1.442375, 1.120179], [2.857959, 0.763119, -0.950566], [2.393344, -1.047896, -0.821192], [0.253570, -0.144889, 0.323564], [1.895590, 2.161893, 0.856866], [0.337824, 1.854697, 1.268981]], "forces_ev_per_a": [[-1.0, 0.1, 0.2], [0.2, 0.1, 0.3], [0.0, 0.0, 0.1], [0.5, 0.2, -0.4], [0.3, -0.5, -0.3], [0.0, 1.0, 0.7], [-0.6, -0.5, 0.1], [0.4, 0.4, -1.1], [0.5, -0.4, 0.4], [-0.6, 0.0, -0.8], [0.5, -0.7, 0.4], [0.2, 0.0, 0.2], [-0.6, 0.2, 0.2]], "de_lowest_kcal_mol": 30.1, "spin_multiplicity": 1, "homo_lumo_gap_ev": 9.24, "smiles": "C=CN.C", "total_energy_ha": -174.405120, "mol_weight_g_mol": 59.1, "total_charge": 0, "e_lumo_ev": 1.005}


[2]
{"formula": "C3H9N", "method": "ωB97M-V/def2-TZVPD", "species": ["C", "H", "H", "H", "H", "C", "C", "N", "H", "H", "H", "H", "H"], "xyz": [[-1.695953, 1.583932, 1.953903], [-2.360948, 2.407637, 2.101824], [-1.071483, 1.596178, 1.065499], [-1.014607, 1.591515, 2.835178], [-2.040503, 0.522718, 1.993949], [1.391775, -1.512242, -0.164725], [0.495095, -0.534484, -0.441888], [0.226982, -0.042467, -1.711276], [1.604191, -2.316106, -0.859161], [1.950327, -1.431202, 0.786833], [-0.228033, -0.285546, 0.336940], [0.930857, 0.004586, -2.424099], [-0.339276, 0.787982, -1.662641]], "forces_ev_per_a": [[1.8, -2.0, 1.2], [-0.8, 0.0, -0.4], [-0.1, 0.7, -0.1], [-0.1, 0.3, -0.6], [-0.8, 1.1, -0.1], [0.1, 0.5, 0.6], [0.6, -1.1, -0.5], [-1.3, 0.0, 0.7], [0.8, 0.6, -0.4], [-1.1, -0.9, -0.2], [0.7, 1.1, 0.0], [0.3, -0.3, 0.3], [-0.1, -0.1, -0.4]], "de_lowest_kcal_mol": 43.4, "spin_multiplicity": 1, "homo_lumo_gap_ev": 8.71, "smiles": "C=CN.C", "total_energy_ha": -174.383927, "mol_weight_g_mol": 59.1, "total_charge": 0, "e_lumo_ev": 0.972}


[3]
{"formula": "C3H9N2", "method": "ωB97M-V/def2-TZVPD", "species": ["C", "C", "H", "H", "H", "H", "N", "C", "N", "H", "H", "H", "H", "H"], "xyz": [[-2.139486, -0.568942, 1.320372], [-1.524757, -1.659018, 0.888036], [-2.270655, 0.336227, 0.748501], [-2.645962, -0.598134, 2.269958], [-1.012360, -1.760276, -0.059013], [-1.575970, -2.544923, 1.503606], [2.295689, 1.079616, -1.538896], [1.622010, 0.722628, -0.471710], [0.321365, 0.764752, -0.359607], [1.837806, 1.431089, -2.367343], [3.293246, 1.215284, -1.489963], [2.194185, 0.386336, 0.378180], [-0.154889, 0.201791, 0.347870], [-0.240222, 0.993570, -1.169991]], "forces_ev_per_a": [[-0.2, -0.2, -0.1], [-0.1, -0.1, 0.2], [0.1, 0.2, -0.1], [-0.1, 0.1, 0.2], [-0.1, 0.0, -0.2], [0.3, -0.1, 0.0], [-0.2, 0.3, 0.2], [0.1, 0.1, -0.1], [-0.1, -0.5, -0.4], [0.0, 0.0, 0.0], [0.1, -0.2, 0.0], [0.1, -0.1, 0.2], [0.2, 0.3, 0.2], [-0.1, 0.1, 0.1]], "de_lowest_kcal_mol": 23.4, "spin_multiplicity": 1, "homo_lumo_gap_ev": 10.14, "total_energy_ha": -228.949539, "mol_weight_g_mol": 73.1, "total_charge": 1, "e_lumo_ev": -3.879}


[4]
{"formula": "C3H9N2", "method": "ωB97M-V/def2-TZVPD", "species": ["C", "C", "C", "N", "N", "H", "H", "H", "H", "H", "H", "H", "H", "H"], "xyz": [[-0.210729, 0.718990, -1.148298], [0.157039, -1.542175, 1.241313], [0.861729, -0.326062, 0.741933], [-0.866517, 1.668793, -1.772302], [-0.060770, 0.595483, 0.111217], [0.591341, 0.059028, -1.657709], [-0.743863, -1.436894, 1.766989], [-0.275519, -2.177758, 0.529220], [0.715173, -2.145667, 1.864159], [1.586363, -0.587943, -0.007214], [1.404539, 0.276402, 1.611885], [-0.887517, 1.768683, -2.818074], [-1.626079, 2.198582, -1.311056], [-0.645189, 0.930538, 0.847936]], "forces_ev_per_a": [[2.9, -0.3, -1.8], [-0.6, 0.3, -0.2], [1.3, 0.7, 1.6], [-1.7, 0.5, -1.5], [-0.5, -0.6, 2.1], [-1.8, 1.3, 0.0], [-1.2, 1.4, 1.4], [0.2, -0.9, -2.1], [1.7, -1.1, 1.2], [0.6, -0.1, -0.1], [-1.1, -1.3, -1.9], [0.3, -0.6, 1.7], [0.9, -0.4, -0.2], [-0.9, 1.1, -0.2]], "de_lowest_kcal_mol": 21.9, "spin_multiplicity": 1, "homo_lumo_gap_ev": 11.84, "smiles": "CC/[NH+]=C/N", "total_energy_ha": -228.951830, "mol_weight_g_mol": 73.1, "total_charge": 1, "e_lumo_ev": -3.594}


[5]
{"formula": "C3H9N2", "method": "ωB97M-V/def2-TZVPD", "species": ["C", "C", "C", "N", "N", "H", "H", "H", "H", "H", "H", "H", "H", "H"], "xyz": [[-2.354647, 0.395011, -2.877730], [-2.773631, -0.845852, -2.410216], [-1.742175, -1.937878, -2.947124], [-0.613486, -2.405574, -2.072957], [-3.347967, -1.211291, -1.335992], [-2.389349, 1.392564, -2.399838], [-1.847546, 0.607065, -3.851174], [-1.314703, -1.531093, -3.847850], [11.686395, 7.385390, 14.757272], [-0.567235, -3.409900, -2.223154], [-2.327978, -2.809375, -3.257311], [-4.252458, -0.891059, -0.983349], [-0.549441, -2.300471, -1.076542], [12.394221, 7.562462, 14.525965]], "forces_ev_per_a": [[-0.5, 2.3, -1.7], [1.8, 0.1, 1.3], [1.3, -1.4, 0.4], [-1.0, -0.1, -1.5], [-0.6, -1.0, -0.1], [-0.3, -1.0, 0.8], [-0.2, -1.2, 0.8], [0.1, 0.2, -0.3], [0.8, 0.2, -0.2], [0.1, 0.1, 0.1], [-0.3, 0.2, 0.2], [0.2, 0.9, -0.2], [-0.6, 0.8, 0.3], [-0.8, -0.2, 0.2]], "de_lowest_kcal_mol": 162.9, "spin_multiplicity": 1, "homo_lumo_gap_ev": 5.36, "total_energy_ha": -228.727140, "mol_weight_g_mol": 73.1, "total_charge": 1, "e_lumo_ev": -8.632}


[6]
{"formula": "C3H9N2", "method": "ωB97M-V/def2-TZVPD", "species": ["C", "C", "C", "N", "N", "H", "H", "H", "H", "H", "H", "H", "H", "H"], "xyz": [[-0.395797, 1.848958, 0.031631], [0.022966, 0.441562, 0.305614], [-0.367827, -0.439817, -0.772559], [-0.160613, -1.895920, -0.803565], [0.955878, 0.254297, 1.223726], [-1.476100, 1.984866, -0.291368], [0.235968, 2.359152, -0.639725], [-0.549860, 2.504165, 0.985145], [-1.216776, -0.038312, -1.403856], [0.461749, -2.300414, -1.552588], [-1.099982, -2.258240, -1.050933], [0.248603, -2.116164, 0.162617], [0.946650, 0.864981, 2.063683], [1.326836, -0.612892, 1.397787]], "forces_ev_per_a": [[-3.5, 1.7, 2.9], [-1.1, -1.6, -4.9], [-0.6, 3.3, 1.9], [0.6, 0.0, 0.4], [-0.5, 2.3, 1.9], [1.3, -0.8, -0.3], [0.9, 0.4, -0.7], [1.1, -1.3, -1.2], [1.4, -0.9, 0.7], [-0.2, 0.8, 0.9], [0.6, -0.6, 1.0], [-1.2, -0.6, -1.8], [0.1, -0.5, -1.1], [1.1, -2.3, 0.4]], "de_lowest_kcal_mol": 46.1, "spin_multiplicity": 1, "homo_lumo_gap_ev": 9.09, "smiles": "C/C(N)=C/[NH3+]", "total_energy_ha": -228.913280, "mol_weight_g_mol": 73.1, "total_charge": 1, "e_lumo_ev": -3.841}


[7]
{"formula": "C3H9N2", "method": "ωB97M-V/def2-TZVPD", "species": ["C", "C", "N", "C", "N", "H", "H", "H", "H", "H", "H", "H", "H", "H"], "xyz": [[1.456542, -1.503784, 0.928016], [0.614397, -1.225920, -0.304027], [-1.273134, 1.959456, -0.218740], [-0.518268, 0.943481, -0.585043], [-0.445399, -0.203021, 0.021698], [1.885439, -0.591689, 1.351929], [0.841747, -2.000626, 1.676348], [2.313039, -2.123158, 0.661596], [1.176259, -0.829965, -1.142211], [0.014496, -2.101233, -0.535949], [-1.726339, 1.945883, 0.682571], [-1.540883, 2.623682, -0.927072], [-0.012466, 0.993902, -1.547028], [-0.661927, -0.190246, 1.017581]], "forces_ev_per_a": [[0.3, 0.3, -0.2], [-1.0, 0.3, 0.6], [0.5, -0.5, 0.0], [-0.7, -0.2, -1.0], [1.6, 0.3, 1.2], [-0.2, 0.0, 0.0], [0.2, -0.1, 0.1], [-0.2, -0.2, 0.0], [0.0, -0.3, -0.2], [0.4, -0.2, -0.5], [-0.3, 0.2, -0.1], [0.1, 0.3, 0.3], [-0.2, 0.2, 0.0], [-0.6, -0.3, -0.2]], "de_lowest_kcal_mol": 4.7, "spin_multiplicity": 1, "homo_lumo_gap_ev": 11.78, "smiles": "CC/[NH+]=C/N", "total_energy_ha": -228.979275, "mol_weight_g_mol": 73.1, "total_charge": 1, "e_lumo_ev": -3.761}


[8]
{"formula": "C3H9N2", "method": "ωB97M-V/def2-TZVPD", "species": ["C", "C", "C", "N", "N", "H", "H", "H", "H", "H", "H", "H", "H", "H"], "xyz": [[1.051224, -0.262590, -1.063454], [0.245989, 0.037423, 0.179922], [-0.973022, -0.374289, 0.528265], [-1.922974, -0.854228, -0.365530], [0.779622, 1.248417, 0.981005], [1.739373, 0.496556, -1.403280], [1.672390, -1.128421, -0.764604], [0.255166, -0.518436, -1.759358], [-1.238333, -0.654248, 1.536555], [-1.662283, -1.249883, -1.247637], [-2.725371, -1.277915, 0.062353], [0.372998, 2.083418, 0.563171], [0.629170, 1.134442, 1.983434], [1.776051, 1.319754, 0.769157]], "forces_ev_per_a": [[-0.9, -0.7, 1.4], [1.1, 2.0, 0.1], [-1.0, -1.6, -1.3], [0.8, -0.1, 1.0], [0.6, -1.8, -0.8], [-0.3, 0.5, -0.3], [-0.3, 0.1, -0.7], [0.8, -0.2, -0.8], [-0.3, 1.4, 0.6], [0.0, 0.0, -0.3], [-0.1, -0.3, -0.1], [-0.4, 0.1, 0.5], [-0.1, 0.5, 0.0], [0.1, 0.0, 0.5]], "de_lowest_kcal_mol": 44.2, "spin_multiplicity": 1, "homo_lumo_gap_ev": 9.14, "smiles": "C/C([NH3+])=C\\N", "total_energy_ha": -228.916445, "mol_weight_g_mol": 73.1, "total_charge": 1, "e_lumo_ev": -3.647}


[9]
{"formula": "C3H9N2", "method": "ωB97M-V/def2-TZVPD", "species": ["C", "C", "C", "N", "N", "H", "H", "H", "H", "H", "H", "H", "H", "H"], "xyz": [[1.718578, 0.247597, 0.827620], [-0.665175, 0.030674, -0.786480], [-1.691011, 0.478708, 0.136332], [1.475508, 0.915332, -0.211410], [-0.344129, -1.321663, -0.728804], [2.495097, -0.443971, 1.062837], [1.128210, 0.259770, 1.783815], [-0.454318, 0.652544, -1.700832], [-2.276804, -0.331837, 0.595829], [-2.163066, 1.290274, -0.294900], [-1.438063, 0.865598, 1.219430], [2.148913, 0.608948, -0.955643], [0.501847, -1.603530, -1.188186], [-0.435585, -1.648442, 0.240393]], "forces_ev_per_a": [[-0.6, 0.1, 2.4], [0.4, -3.1, -0.7], [1.0, -0.3, 3.7], [0.5, -1.2, -0.7], [-0.4, 4.0, 0.8], [1.3, -0.4, -0.9], [-0.3, 0.8, -1.1], [0.0, -1.1, 1.1], [-0.4, 0.0, -1.2], [-1.7, 1.4, -0.7], [0.8, -0.2, -2.1], [-0.5, 0.8, 0.6], [0.1, -0.4, -0.5], [-0.1, -0.4, -0.7]], "de_lowest_kcal_mol": 71.7, "spin_multiplicity": 1, "homo_lumo_gap_ev": [9.80, 9.80], "total_energy_ha": -228.872612, "mol_weight_g_mol": 73.1, "total_charge": 1, "e_lumo_ev": [-5.396, -5.396]}


[10]
{"formula": "C3H9N2O", "method": "ωB97M-V/def2-TZVPD", "species": ["C", "N", "C", "O", "C", "N", "H", "H", "H", "H", "H", "H", "H", "H", "H"], "xyz": [[0.024884, 0.723124, 1.074044], [0.322800, -0.571148, 0.570203], [0.821129, -1.297199, -0.695757], [0.958196, -2.652273, -0.535778], [-0.276292, 1.826517, 0.015673], [-1.771147, 1.660679, -0.367182], [0.913186, 1.263488, 1.592144], [-0.827834, 0.818310, 1.724128], [0.226236, -1.353709, 1.203566], [1.764405, -0.637755, -0.762833], [0.091760, -0.933972, -1.392131], [0.492316, 1.473971, -0.760377], [0.089189, 2.780593, 0.530108], [-1.830284, 0.634626, -0.376656], [-1.864431, 2.031268, -1.256635]], "forces_ev_per_a": [[2.0, 1.9, -0.6], [-1.7, -1.7, 1.8], [1.7, 0.1, 1.3], [-0.4, 2.9, -0.1], [0.5, -1.7, 0.1], [2.9, -0.3, 2.6], [-0.6, -1.0, 0.0], [-0.3, -0.6, 0.8], [-0.2, 0.3, 0.4], [-0.1, -1.1, -1.2], [-0.5, -0.1, -1.5], [-1.3, 1.3, 0.2], [-1.3, -0.8, -1.2], [-0.3, 0.5, -0.4], [-0.5, 0.5, -2.2]], "de_lowest_kcal_mol": 58.7, "spin_multiplicity": 1, "homo_lumo_gap_ev": 6.65, "smiles": "NCCNC[O-]", "total_energy_ha": -304.372428, "mol_weight_g_mol": 89.1, "total_charge": -1, "e_lumo_ev": 4.105}


[11]
{"formula": "C3H9N2O", "method": "ωB97M-V/def2-TZVPD", "species": ["C", "C", "C", "N", "N", "O", "H", "H", "H", "H", "H", "H", "H", "H", "H"], "xyz": [[-3.533942, 0.227896, -0.560795], [3.011550, -0.453896, -0.586758], [0.663078, -0.349842, -0.098477], [-2.773487, -0.590743, 0.102689], [1.869246, 0.080827, 0.151983], [-0.379039, -0.120729, 0.572408], [-4.523300, 0.117096, -0.946478], [-3.096381, 1.186393, -0.870001], [2.852223, -0.256140, -1.781542], [3.814721, 0.079742, -0.271069], [3.062289, -1.518350, -0.283422], [0.640121, -1.204584, -0.827973], [1.892552, 0.950365, 0.588397], [-3.163562, -1.585925, 0.244077], [-1.507053, -0.553147, 0.329934]], "forces_ev_per_a": [[2.8, 0.0, 0.7], [-2.9, -1.1, -3.0], [-0.9, -3.1, 0.2], [-1.8, -1.8, -1.2], [-1.1, -0.4, -1.3], [0.7, 0.7, -0.3], [-0.7, -0.9, 0.3], [0.1, -0.2, 0.5], [0.6, -0.8, 3.0], [2.6, 1.2, 0.8], [0.4, 0.6, -0.7], [-0.1, 0.8, 0.3], [0.6, 1.6, 1.3], [0.3, 2.1, -0.1], [-0.5, 1.2, -0.3]], "de_lowest_kcal_mol": 49.9, "spin_multiplicity": 1, "homo_lumo_gap_ev": 10.92, "total_energy_ha": -304.170780, "mol_weight_g_mol": 89.1, "total_charge": 1, "e_lumo_ev": -3.875}


[12]
{"formula": "C3H9N2O", "method": "ωB97M-V/def2-TZVPD", "species": ["N", "C", "C", "C", "N", "O", "H", "H", "H", "H", "H", "H", "H", "H", "H"], "xyz": [[0.648670, 1.644909, 0.346202], [-0.226095, 0.591942, -0.399817], [0.365941, 0.352786, -1.774752], [-0.262248, -0.621991, 0.492765], [-0.840077, -1.803923, 0.094271], [0.213666, -0.480772, 1.589479], [0.201915, 2.480775, 0.341710], [1.544170, 1.667784, -0.253276], [0.819856, 1.343711, 1.397216], [-1.132892, 1.316449, -0.649403], [-0.460340, 0.045859, -2.321121], [1.021685, -0.490794, -1.877598], [0.792427, 1.100549, -2.356035], [-0.883327, -2.630079, 0.679104], [-1.538556, -1.811401, -0.668910]], "forces_ev_per_a": [[3.3, -4.4, 0.3], [-0.4, 3.9, -1.5], [0.0, -2.0, 0.9], [-1.9, -1.7, 0.6], [-0.6, 1.2, -1.5], [0.9, 0.0, 1.0], [-1.5, 3.4, -0.1], [-1.4, 0.4, 1.8], [-0.2, 0.0, -2.3], [0.9, -2.5, 1.1], [-1.7, -0.6, -1.4], [0.6, -0.5, 0.6], [0.6, 2.1, -0.4], [0.3, 0.5, 0.3], [1.0, 0.1, 0.6]], "de_lowest_kcal_mol": 34.6, "spin_multiplicity": 1, "homo_lumo_gap_ev": 11.28, "smiles": "C[C@H]([NH3+])C(N)=O", "total_energy_ha": -304.195227, "mol_weight_g_mol": 89.1, "total_charge": 1, "e_lumo_ev": -3.565}